(1)
Entry from the Open Molecules 2025 dataset: 2 unconnected molecules or ions with the total composition C3H13N2 (the ωB97M-V functional and the def2-TZVPD basis).

Summary:
- LUMO: -3.62 eV
- Charge: +1
- ΔE to the lowest compared entry with this formula, charge and spin: 30.4 kcal per mole
- Orbital gap: 10.23 eV

Structure (XYZ):
```
18
C3H13N2 the ωB97M-V functional and the def2-TZVPD basis
H -0.064 -1.172 -1.922
H -3.801 0.185 0.408
N 0.235 -0.977 -0.965
H -2.390 -0.668 1.052
H 0.779 -1.770 -0.615
N 2.158 1.601 0.907
H 1.809 0.302 -1.518
H -0.587 -0.970 -0.351
C 1.619 0.273 0.656
H 2.461 -0.424 0.644
H 0.383 1.129 -0.957
C 1.036 0.283 -0.752
H 0.881 -0.112 1.372
H 2.607 1.611 1.816
H -3.266 -1.304 -0.386
H 1.382 2.248 0.987
C -2.937 -0.413 0.144
H -2.305 0.179 -0.520
```

(2)
Entry from the Open Molecules 2025 dataset: 2 unconnected molecules or ions with the total composition CH3NOS2 (the ωB97M-V functional and the def2-TZVPD basis).

Summary:
- LUMO (spin up / spin down): -3.98 / -3.87 eV
- ΔE to the lowest compared entry with this formula, charge and spin: 105.9 kcal per mole
- Orbital gap (spin up / spin down): 4.03 / 4.38 eV

Structure (XYZ):
```
8
CH3NOS2 the ωB97M-V functional and the def2-TZVPD basis
S 2.708 -0.438 -0.632
H 0.716 -1.226 1.404
S -1.227 1.699 0.999
H -2.080 0.129 -0.424
N 0.274 -0.723 0.633
H 0.385 0.021 -1.252
C 1.009 -0.503 -0.376
O -1.783 1.041 -0.352
```

(3)
Entry from the Open Molecules 2025 dataset: C25H32N4O3 in the gas phase (the ωB97M-V functional and the def2-TZVPD basis).

Summary:
- SMILES: Cc1cccc(N(CC(=O)NC2CCCCC2)C(=O)CCCC(=O)Nc2ccccn2)c1
- LUMO: 0.70 eV
- ΔE to the lowest compared entry with this formula, charge and spin: 2.5 kcal per mole
- Orbital gap: 9.61 eV

Structure (XYZ):
```
64
C25H32N4O3 the ωB97M-V functional and the def2-TZVPD basis
C 1.453 -0.739 2.425
C -1.895 2.913 -0.258
C 3.292 -2.269 2.156
C -3.253 1.694 1.291
H 0.008 0.550 4.186
H -2.115 0.375 2.560
H -2.374 -0.920 0.156
C 0.376 -0.360 4.653
H 2.894 2.005 -3.129
C 3.073 1.911 -2.056
C -0.784 2.274 0.300
O 0.990 -2.748 -2.606
C -2.435 -1.709 -0.598
C -3.803 -1.662 -1.273
H 1.465 0.482 -1.889
H 1.229 2.125 0.511
H -3.021 0.844 -3.520
H -2.293 -2.669 -0.098
H 2.304 -3.083 -0.116
N -0.031 -1.557 -0.980
C 1.400 -1.023 3.783
H -1.433 0.656 -1.646
H -1.764 3.612 -1.066
H 3.043 -0.221 -2.209
C -1.328 -1.498 -1.628
C 0.955 3.074 -1.274
H -0.738 -0.050 -3.112
H -4.586 -1.799 -0.524
H -4.021 3.095 -0.147
C 2.526 0.544 -1.628
H 4.152 1.930 -1.890
C 2.468 3.134 -1.347
C -2.093 1.106 1.762
H -4.970 -0.316 -2.487
C 1.024 -2.172 -1.540
H -1.336 -2.311 -2.362
H -2.949 -0.901 -3.787
H 3.158 -2.214 -1.391
N 2.439 -1.052 0.221
H -0.468 -1.032 4.814
H 2.741 4.023 -1.917
H 2.880 3.213 -0.342
H 0.797 -0.116 5.625
H 4.038 -2.735 1.529
C -2.891 -0.120 -3.025
C -1.520 -0.167 -2.359
H 2.260 -2.174 5.370
O 0.222 3.463 -2.155
N 0.516 2.518 -0.102
C 2.397 -1.356 1.617
H -3.972 0.482 -1.267
C -3.142 2.614 0.255
O 2.847 1.103 0.693
H -4.211 1.438 1.714
C 3.231 -2.562 3.507
N -0.889 1.383 1.285
H 3.928 -3.270 3.931
H 0.763 -0.019 2.006
H 0.075 -1.063 -0.106
C -3.996 -0.332 -1.995
C 2.294 -1.944 4.315
C 2.643 0.241 -0.147
C 2.311 -2.158 -0.699
H -3.879 -2.480 -1.992
```

(4)
Entry from the Open Molecules 2025 dataset: a molecular structure, C27H24NO7P4RuS2 (the ωB97M-V functional and the def2-TZVPD basis).

Summary:
- Spin multiplicity: 2
- LUMO (spin up / spin down): -2.43 / -2.60 eV
- ΔE to the lowest compared entry with this formula, charge and spin: 23.1 kcal per mole
- Orbital gap (spin up / spin down): 5.97 / 5.80 eV

Structure (XYZ):
```
66
C27H24NO7P4RuS2 the ωB97M-V functional and the def2-TZVPD basis
H -8.086 -1.614 -1.079
C -8.331 1.691 -0.416
C -2.278 -1.846 2.792
C -4.216 2.966 0.424
C -7.777 -0.596 -0.878
H -1.864 -3.630 -0.063
S 0.622 0.839 2.581
H -9.072 2.463 -0.251
H -9.783 0.130 -0.648
C -1.977 -3.421 0.993
C 0.465 -1.767 -0.125
C -2.087 -4.196 3.265
C -6.016 1.033 -0.589
H -4.476 -3.233 -3.195
N -1.994 1.651 3.194
H -2.327 -2.676 4.760
C -3.436 5.210 0.790
O 2.446 0.250 0.343
H -1.837 -5.476 1.558
H -4.000 -2.587 -0.857
H -2.859 6.060 0.459
C -4.868 2.998 1.659
H -1.394 -0.595 -4.560
H 3.876 2.530 -1.652
H -0.896 0.041 -2.226
O 0.361 3.666 -1.743
C -4.778 4.121 2.458
O 1.302 1.039 -1.762
H -4.431 -0.665 0.743
H 0.571 2.853 -2.234
H -3.973 6.098 2.662
C -1.949 -1.043 -3.747
C -3.515 4.079 -0.012
P -4.220 1.429 -0.571
C -3.694 0.138 0.704
C -2.408 -1.248 -1.394
O 3.761 1.655 -1.260
H -5.693 -1.036 -1.079
C -2.946 -1.969 -4.016
H -6.678 3.042 -0.226
P 0.345 3.321 -0.182
S 1.435 -2.225 -1.227
C -6.430 -0.270 -0.865
O 0.178 4.488 0.672
C -8.731 0.383 -0.641
C -3.427 -2.158 -1.671
C -0.920 1.366 2.878
O -0.638 2.145 -0.003
H -3.147 -2.266 -5.037
Ru 0.143 0.226 0.225
C -6.983 2.019 -0.402
C -1.964 -4.461 1.910
H -2.400 -0.829 3.145
P 2.326 1.339 -0.684
C -4.054 5.225 2.028
O 1.868 2.702 0.036
H -5.265 4.128 3.425
H -3.007 4.061 -0.968
C -3.689 -2.522 -2.982
C -2.243 -2.889 3.703
H -5.444 2.143 1.992
H -3.608 0.625 1.675
C -2.145 -2.109 1.429
C -1.676 -0.685 -2.437
H -2.057 -5.003 3.985
P -2.092 -0.689 0.301
```